{"formula": "C43H59I2N4O8SScSi", "method": "ωB97M-V with the def2-TZVPD basis set", "elements": ["H", "C", "H", "S", "H", "H", "H", "H", "H", "C", "C", "H", "O", "C", "O", "H", "H", "N", "C", "H", "H", "H", "H", "C", "C", "C", "H", "C", "H", "H", "H", "C", "H", "H", "C", "H", "C", "H", "H", "C", "H", "H", "C", "O", "H", "H", "C", "H", "H", "H", "Si", "C", "O", "C", "C", "C", "C", "N", "C", "N", "H", "H", "C", "C", "Sc", "H", "H", "O", "H", "C", "H", "C", "C", "H", "H", "H", "C", "C", "C", "H", "C", "C", "H", "C", "H", "H", "C", "C", "C", "H", "H", "C", "I", "H", "C", "C", "O", "C", "H", "H", "C", "H", "H", "H", "H", "H", "C", "H", "C", "I", "O", "H", "O", "H", "C", "H", "H", "H", "N"], "positions_angstrom": [[2.96435, 3.24039, 1.12672], [-0.26761, 1.54247, -6.33540], [5.43589, -6.28656, 1.63038], [1.78604, -2.31399, -0.46777], [1.31089, 2.56218, 2.92283], [4.78657, -3.60562, -6.22162], [-1.88496, 2.44602, -3.95892], [-1.74750, -4.23931, 2.96402], [-4.15706, 1.86499, -0.36297], [-0.21285, 2.92874, -6.40470], [2.59237, -0.62462, 3.37624], [0.01089, -4.60888, 4.83228], [2.90347, -5.12100, -0.19151], [4.41344, -6.24371, 1.24666], [1.41305, -4.34690, 1.84309], [-2.18114, 6.69306, -0.71944], [4.99342, -4.32467, -1.57128], [3.68003, 1.53350, -3.42217], [0.46448, 2.76230, 2.26095], [4.57058, 1.52395, -3.89542], [-2.03629, -5.03891, -1.54586], [5.55620, -3.76030, 1.39662], [1.08086, -6.74672, 2.83866], [3.15789, -1.72582, -3.91326], [-2.48171, 4.65908, -1.36503], [3.10464, -0.51988, -4.60172], [-4.15813, 0.59944, -1.61320], [1.68345, 2.91265, -4.92424], [-0.35365, 3.16982, 2.85931], [3.85706, -3.63483, 1.89838], [1.89623, -6.71500, -1.77180], [-2.05800, 3.33468, -1.32740], [3.56948, 0.49240, -6.43609], [2.40996, 4.13526, -0.29579], [-2.91609, 2.32721, -2.06717], [-0.94177, 3.47390, -6.99137], [0.14228, -6.23628, 2.61071], [4.64842, -1.46737, -7.47056], [0.09374, -5.01323, -3.74088], [4.31329, -2.74180, -5.77127], [-2.77720, 0.77061, -0.54259], [-0.16061, -3.69387, -2.56979], [0.85507, 3.74580, 1.15712], [4.64355, 1.78157, -1.34522], [1.05070, 4.70755, 1.64767], [0.55620, -7.66976, -1.11991], [-1.47152, -5.95810, -1.69434], [-3.74679, 2.91081, -2.48473], [-1.71319, -6.65359, -0.88803], [-0.61524, -6.55389, 3.33093], [1.55418, -4.24162, 0.20239], [-0.92644, -3.98948, 2.28675], [-0.99604, -0.47717, 1.22102], [0.02093, -5.65296, -1.68150], [4.52252, -3.75314, 1.04210], [3.15263, 0.20519, 1.40017], [-3.53818, 1.32906, -1.08820], [1.83098, 0.10352, 1.42482], [-0.75971, 5.31084, 0.12212], [1.51295, -0.38871, 2.62687], [-1.21979, -4.24262, 1.26785], [0.58517, -0.23150, -5.48661], [0.64943, 0.84612, -5.56649], [0.76254, 3.61113, -5.69425], [0.13566, -0.19476, -0.49336], [2.52218, -1.02785, 4.37090], [3.66788, 0.58113, 0.53238], [0.31036, -5.13802, -0.39114], [2.43364, 3.43920, -4.35002], [4.23896, -1.54278, -6.47032], [0.13346, 1.81730, 1.83999], [5.14407, -5.18044, -0.91202], [3.77203, -2.82801, -4.49871], [2.73599, -1.82247, -2.91611], [4.37647, -2.89407, 0.38835], [-3.35159, 4.89617, -1.96959], [0.76710, -4.31882, 4.09942], [1.84605, 0.46885, -2.63668], [3.70889, 1.41860, -2.02792], [0.52615, -0.53506, 2.88266], [3.68028, -0.25056, 2.61500], [0.36736, -4.63008, -2.75427], [-1.04568, 1.00199, -6.85876], [0.34142, -4.72612, 2.69098], [0.79810, 4.69329, -5.72157], [1.71324, -4.80068, 4.35626], [-1.83894, 5.66640, -0.66653], [-0.91919, 2.98141, -0.55693], [3.63857, -0.44012, -5.88679], [-0.17429, -6.52180, 1.60788], [3.82136, -3.75639, -3.94693], [2.13607, 3.35964, 0.42363], [-1.92052, -1.90866, -1.66242], [-0.25054, 6.06910, 0.70931], [0.83310, -6.93196, -1.87585], [2.57728, 0.75026, -3.95478], [0.71497, -0.06225, -2.59221], [-1.64303, -0.55275, 2.30302], [4.90600, -6.09137, -1.46409], [1.43810, -4.42486, -2.74292], [-2.22059, 1.67667, -3.25862], [0.64557, -7.35507, -2.86585], [3.72396, -6.14711, 2.08620], [-2.90663, 1.00472, -3.78128], [-1.76210, -6.40863, -2.64688], [0.90093, -3.23805, 4.14511], [1.63860, 1.52638, -4.86295], [4.19030, -7.17399, 0.72121], [-0.29816, 4.00178, 0.20859], [5.66224, -0.36628, 3.17100], [-1.14305, -0.72965, 3.41752], [-1.35584, 1.08988, -2.96878], [-0.48008, 1.73117, -0.51077], [-0.75184, -2.91828, 2.32625], [4.23125, -5.05595, 0.30393], [2.02061, 2.42618, -0.12273], [6.19390, -5.21160, -0.61093], [-2.74510, -0.50141, 2.20786], [2.51952, 0.86038, -1.58364]], "mulliken_charge": [0.45, -0.84, 0.46, 1.57, 0.39, 0.39, 0.30, 0.59, 0.35, -0.43, -0.31, 0.42, 0.39, -1.90, 0.42, 0.35, 0.19, -0.23, -1.41, 0.34, 0.20, 0.60, 0.29, 0.26, -1.14, -0.64, 0.40, -0.31, 0.48, 0.17, 0.10, 0.61, 0.44, 0.42, 0.81, 0.37, -1.75, 0.38, 0.57, -0.50, -0.12, -0.39, 0.53, -0.76, 0.67, 0.33, -1.86, 0.51, 0.34, 0.50, -2.91, -1.15, 0.01, 2.13, -1.63, -0.25, -1.31, 1.35, -1.04, 0.14, 0.03, 0.42, 0.21, -0.85, 0.47, 0.53, 0.40, 0.58, 0.40, -0.88, -0.14, -1.81, -0.53, 0.09, 0.21, 0.32, -1.70, -0.84, -0.38, -0.06, -1.55, -1.25, 0.37, 2.15, 0.38, 0.31, -1.21, 0.07, 0.00, 0.08, 0.42, -0.49, -0.65, 0.34, -1.62, 2.25, -0.60, -0.56, 0.36, 0.14, -0.99, 0.44, 0.19, 0.39, 0.43, 0.12, -0.55, 0.32, 0.55, 0.01, -0.73, -0.14, 1.14, 0.10, 2.27, -0.69, 0.44, 0.28, 0.68], "orbital_gap_ev": 6.260, "lumo_energy_ev": 3.6, "energy_ha": -4539.3121, "mol_weight_g_mol": 1118.88, "total_charge": -2, "relative_energy_ev": 0.000}